[1]
Density functional theory data (ωB97M-V with the def2-TZVPD basis set) for a structure of composition C4H4S2.

Output
ΔE to the lowest compared entry with this formula, charge and spin ... 496.1 kJ/mol
E_LUMO ... -0.036 hartree
Electronic energy ... -25877.5798 eV
Frontier orbital gap ... 7.87 eV

Element x y z (Å)
S 0.857 2.207 0.273
S 1.184 -1.554 0.171
C -0.507 -1.291 -0.719
C 0.162 -0.027 -0.216
C 0.029 0.886 0.937
C 0.391 1.253 -1.212
H -1.038 1.259 1.106
H -1.224 -1.962 -0.455
H 0.542 0.444 1.852
H -0.395 -1.215 -1.737

Formally, the Mulliken partial charges of the atoms, in units of the elementary charge, are as follows: -0.029 -0.174 -0.832 0.446 -0.332 -0.312 0.240 0.372 0.332 0.289

---

[2]
Density functional theory data (ωB97M-V with the def2-TZVPD basis set) for a cluster of 2 separate species, C4H4Si in total.

Output
ΔE to the lowest compared entry with this formula, charge and spin ... 390.1 kJ/mol
E_LUMO ... -0.034 hartree
Electronic energy ... -12081.3591 eV
Frontier orbital gap ... 9.68 eV

Element x y z (Å)
Si 1.618 -1.887 0.676
C 0.354 -0.525 0.348
C -0.337 0.399 0.086
C -1.634 1.969 -0.610
C -2.403 2.791 -0.979
H 0.848 -2.688 1.490
H 2.780 -1.051 1.123
H -3.106 3.281 -1.553
H 1.880 -2.288 -0.581

Formally, the Mulliken partial charges of the atoms, in units of the elementary charge, are as follows: 0.355 -0.143 0.027 -0.719 0.287 -0.076 -0.058 0.416 -0.089

---

[3]
Density functional theory data (ωB97M-V with the def2-TZVPD basis set) for a structure of composition C4H5AsFeO5S4.

Output
ΔE to the lowest compared entry with this formula, charge and spin ... 31.2 kJ/mol
2S+1 ... 6
Charge ... -1
E_LUMO (alpha / beta) ... 0.073 / 0.068 hartree
Electronic energy ... -153037.8735 eV
Expectation value of S² ... 8.771
Frontier orbital gap (alpha / beta) ... 6.34 / 6.18 eV

Element x y z (Å)
As -2.217 -2.339 -2.476
Fe -0.606 -0.392 -0.926
S -1.620 -0.168 -2.864
S -1.391 -3.572 -3.941
S -4.238 -2.423 -1.993
S -0.965 -2.521 -0.558
O 1.220 0.668 -1.352
O 2.375 2.418 -0.621
O -1.267 0.863 0.371
O 1.017 -0.385 1.111
O -1.506 1.599 2.473
C -0.015 -0.204 2.098
C 1.755 1.265 -0.441
C 1.838 0.743 0.972
C -1.022 0.850 1.647
H 1.578 1.553 1.658
H -0.514 -1.169 2.192
H 2.272 2.660 -1.554
H 2.884 0.473 1.149
H 0.422 0.081 3.054

Formally, the Mulliken partial charges of the atoms, in units of the elementary charge, are as follows: 0.531 0.624 -0.294 -0.535 -0.528 -0.403 -0.667 -0.460 -0.608 -0.432 -0.673 -0.540 0.789 -0.482 0.830 0.362 0.325 0.372 0.454 0.335

---

[4]
Density functional theory data (ωB97M-V with the def2-TZVPD basis set) for the molecule C4H5BO3S.

Output
ΔE to the lowest compared entry with this formula, charge and spin ... 10.8 kJ/mol
E_LUMO ... 0.012 hartree
Electronic energy ... -21884.9746 eV
Frontier orbital gap ... 8.92 eV
SMILES ... O=C1C=CS[C@@H]1B(O)O

Element x y z (Å)
S 1.746 0.398 -0.628
O -2.098 -0.686 -1.793
O -0.867 1.422 -1.504
O -0.969 -1.280 1.581
C 0.927 0.125 1.812
C 0.180 -0.480 -0.360
C 1.855 0.759 1.067
C -0.065 -0.632 1.101
B -1.031 0.101 -1.313
H 2.658 1.425 1.468
H -2.081 -1.604 -1.714
H -1.564 1.830 -1.974
H 0.799 0.304 2.862
H 0.510 -1.683 -0.606

Formally, the Mulliken partial charges of the atoms, in units of the elementary charge, are as follows: -0.153 -0.560 -0.481 -0.609 -0.598 0.201 -0.210 0.201 0.611 0.342 0.306 0.298 0.388 0.263